[1]
Molecular formula: C14H37IN3O5
Method: DFT, ωB97M-V with the def2-TZVPD basis set

Results
Highest occupied orbital energy   -11.457 eV
Total charge   +1
M   454.37 g/mol
Kohn-Sham gap   0.2363 hartree

Geometry as XYZ:
```
60
C14H37IN3O5 (ωB97M-V with the def2-TZVPD basis set)
C 4.204 3.288 1.664
C 4.005 1.635 1.749
C 2.498 1.381 2.352
O 1.498 2.167 1.557
C 0.300 1.307 1.286
C -0.485 0.902 2.672
N -1.430 2.086 2.974
C -1.214 3.032 1.800
N -1.294 4.402 1.780
I -1.829 5.360 3.555
N -0.847 2.101 0.626
H 3.669 3.639 0.678
H 5.363 3.483 1.677
H 3.630 3.736 2.582
H 4.796 1.168 2.482
H 4.030 1.129 0.668
H 2.238 0.230 2.341
H 2.484 1.849 3.441
H 0.527 0.470 0.494
H 0.114 0.749 3.666
H -0.965 -0.141 2.444
H -2.407 1.811 3.203
H -1.081 4.894 0.883
H -0.417 2.777 -0.043
C -2.530 0.724 -1.719
C -3.261 0.373 -2.998
O -2.884 -0.926 -3.432
H -1.447 0.690 -1.873
H -2.806 1.724 -1.373
H -2.762 0.001 -0.929
H -3.010 1.084 -3.790
H -4.345 0.392 -2.848
H -3.120 -1.551 -2.724
C -1.852 -0.789 -6.772
C -1.423 0.663 -6.829
O -2.440 1.446 -7.435
H -2.056 -1.169 -7.778
H -1.076 -1.407 -6.311
H -2.777 -0.897 -6.197
H -0.510 0.769 -7.423
H -1.229 1.054 -5.825
H -3.244 1.352 -6.895
C -1.852 -4.924 -0.193
C -1.423 -3.473 -0.250
O -2.440 -2.689 -0.856
H -2.056 -5.305 -1.200
H -1.076 -5.543 0.267
H -2.777 -5.033 0.382
H -0.510 -3.366 -0.844
H -1.229 -3.081 0.753
H -3.244 -2.784 -0.316
C 3.194 -2.575 5.105
C 3.454 -2.324 3.634
O 4.358 -1.239 3.480
H 2.777 -1.681 5.581
H 2.495 -3.406 5.241
H 4.126 -2.810 5.629
H 2.523 -2.068 3.119
H 3.882 -3.209 3.154
H 5.184 -1.480 3.934
```


[2]
Molecular formula: CH2Cl2N2
Method: DFT, ωB97M-V with the def2-TZVPD basis set

Results
Relative energy (zero: lowest compared OMol25 entry of this formula, charge and spin)   121.95 kcal per mole
Highest occupied orbital energy (spin up / spin down)   -9.459 / -9.457 eV
M   112.95 g/mol
Kohn-Sham gap (spin up / spin down)   0.3271 / 0.3270 hartree

Geometry as XYZ:
```
7
CH2Cl2N2 (ωB97M-V with the def2-TZVPD basis set)
C 0.094 0.102 0.411
N 0.061 1.239 0.957
N 0.217 -0.443 -0.829
Cl 0.517 0.746 -2.096
Cl -1.109 -1.445 -1.354
H 0.361 -1.640 1.019
H -0.142 1.441 1.891
```


[3]
Molecular formula: C3HF3N2O3
Method: DFT, ωB97M-V with the def2-TZVPD basis set

Results
Relative energy (zero: lowest compared OMol25 entry of this formula, charge and spin)   0.00 kcal per mole
Highest occupied orbital energy (spin up / spin down)   -8.412 / -12.542 eV
M   170.05 g/mol
Spin multiplicity   3
Kohn-Sham gap (spin up / spin down)   0.3085 / 0.3418 hartree

Geometry as XYZ:
```
12
C3HF3N2O3 (ωB97M-V with the def2-TZVPD basis set)
C 0.587 1.317 1.248
C 1.425 0.402 0.599
C -1.787 -0.487 -0.362
N -0.164 2.146 1.461
N 0.633 -0.546 0.039
O -0.749 -0.119 0.324
O 1.101 -1.286 -0.827
O 2.816 0.390 0.316
F -2.971 -0.545 0.222
F -1.933 0.396 -1.447
F -1.985 -1.670 -1.066
H 3.027 0.003 -0.508
```